Record 1
Entry from the OMol25 dataset: 4 unconnected molecules or ions with the total composition CH12NO3 at a distorted geometry (ωB97M-V/def2-TZVPD).

Cartesian coordinates (Å):
C 0.03 2.65 0.01
N 0.31 1.33 0.65
H -0.93 3.00 0.34
H 0.87 3.34 0.26
H 0.07 2.52 -1.14
H -0.49 0.67 0.34
H 0.67 1.20 1.62
H 1.06 0.90 -0.05
H -0.60 -1.65 -1.65
H 0.38 -2.03 -0.45
O -0.21 -1.34 -0.79
H 2.40 0.97 3.44
H 1.61 -0.29 3.57
O 1.56 0.57 3.13
H -2.43 -2.76 -2.27
H -1.99 -3.20 -3.72
O -1.72 -2.71 -2.96

Output
- molecular weight (g mol⁻¹) = 86.11
- gap between HOMO and LUMO (hartree) = 0.427
- highest occupied orbital energy (eV) = -14.78
- calculated total energy (eV) = -8857.960
- net charge = +1

=====

Record 2
Entry from the OMol25 dataset: 4 unconnected molecules or ions with the total composition CH12NO3 at a distorted geometry (ωB97M-V/def2-TZVPD).

Cartesian coordinates (Å):
C 0.80 1.64 -0.67
N 0.38 0.26 -1.03
H 0.05 2.32 -1.03
H 0.62 1.84 0.39
H 1.81 1.78 -1.03
H -0.67 0.28 -1.20
H 0.42 -0.30 -0.19
H 0.97 0.01 -1.85
H -3.13 0.56 -0.67
H -2.59 -0.89 -1.00
O -2.33 0.02 -0.80
H 2.21 -2.44 -0.02
H 1.24 -2.51 1.25
O 1.34 -2.14 0.34
H -0.26 0.58 2.84
H -0.61 -0.92 2.52
O -0.23 -0.11 2.14

Output
- molecular weight (g mol⁻¹) = 86.11
- gap between HOMO and LUMO (alpha / beta) (hartree) = 0.453 / 0.145
- highest occupied orbital energy (alpha / beta) (eV) = -20.13 / -19.82
- calculated total energy (eV) = -8842.607
- net charge = +2
- multiplicity = 2

=====

Record 3
Entry from the OMol25 dataset: 5 unconnected molecules or ions with the total composition CH12NO4 at a distorted geometry (ωB97M-V/def2-TZVPD).

Cartesian coordinates (Å):
C 2.42 0.45 -1.26
N 1.65 0.16 -0.27
H 2.03 1.06 -2.10
H 3.44 0.07 -1.23
H 1.83 -0.71 0.25
H 0.73 0.74 -0.36
H -2.61 -3.70 0.09
H -2.49 -2.92 1.37
O -2.35 -2.82 0.42
H -0.29 -2.89 -0.42
H 1.21 -3.33 -0.39
O 0.59 -2.65 -0.10
H -1.50 0.86 -0.21
H -0.87 2.15 0.37
O -0.69 1.38 -0.19
H -0.72 4.06 2.07
H -1.42 4.37 0.74
O -0.94 3.70 1.22

Output
- molecular weight (g mol⁻¹) = 102.11
- gap between HOMO and LUMO (hartree) = 0.377
- highest occupied orbital energy (eV) = -14.61
- calculated total energy (eV) = -10905.133
- net charge = +1

=====

Record 4
Entry from the OMol25 dataset: 5 unconnected molecules or ions with the total composition CH12O4 (ωB97M-V/def2-TZVPD).

Cartesian coordinates (Å):
C -0.72 -2.15 0.54
H -0.28 -2.09 -0.46
H -1.32 -1.25 0.62
H 0.12 -2.26 1.22
H -1.36 -3.02 0.64
O 1.77 0.25 0.72
H 1.60 -0.43 1.39
H 1.64 -0.10 -0.18
O -1.82 2.68 -0.83
H -1.19 2.03 -1.17
H -1.93 2.43 0.10
O 1.12 -0.22 -1.95
H 1.52 0.31 -2.65
H 1.18 -1.17 -2.13
O -0.49 1.77 1.47
H -0.13 0.89 1.32
H 0.29 2.32 1.33

Output
- SMILES = C.O.O.O.O
- molecular weight (g mol⁻¹) = 88.10
- gap between HOMO and LUMO (hartree) = 0.393
- highest occupied orbital energy (eV) = -10.54
- calculated total energy (eV) = -9421.673

=====

Record 5
Entry from the OMol25 dataset: 5 unconnected molecules or ions with the total composition CH12O4 at a distorted geometry (ωB97M-V/def2-TZVPD).

Cartesian coordinates (Å):
C 1.80 -2.96 -2.13
H 2.14 -1.99 -1.76
H 0.73 -3.04 -2.01
H 2.19 -3.72 -1.45
H 2.14 -3.13 -3.14
O -1.85 -1.94 -0.75
H -0.95 -2.16 -0.83
H -2.39 -2.27 -1.46
O -0.23 2.62 -2.23
H -1.06 2.84 -2.70
H -0.22 3.20 -1.49
O -1.09 3.95 5.59
H -1.94 3.95 6.02
H -0.73 3.21 6.06
O 0.71 0.35 1.05
H -0.10 -0.07 0.69
H 0.85 1.16 0.54

Output
- SMILES = C.O.O.O.O
- molecular weight (g mol⁻¹) = 88.10
- gap between HOMO and LUMO (hartree) = 0.437
- highest occupied orbital energy (eV) = -11.27
- calculated total energy (eV) = -9421.205

=====

Record 6
Entry from the OMol25 dataset: 5 unconnected molecules or ions with the total composition CH12O5 at a distorted geometry (ωB97M-V/def2-TZVPD).

Cartesian coordinates (Å):
C 5.03 0.07 0.53
O 5.61 0.88 -0.47
H 5.46 0.14 1.53
H 4.97 -0.93 0.16
H 3.95 0.51 0.58
H 5.86 0.33 -1.11
O -3.44 5.85 -1.10
H -3.77 6.53 -0.54
H -4.17 5.89 -1.89
O 0.63 -3.94 -1.09
H 0.10 -3.14 -0.86
H 1.17 -3.42 -1.65
O -1.21 -1.36 1.25
H -1.22 -1.24 2.16
H -1.00 -2.34 1.14
O -6.17 -1.15 0.13
H -5.66 -1.99 0.23
H -6.16 -0.69 0.99

Output
- SMILES = CO.O.O.O.O
- molecular weight (g mol⁻¹) = 104.10
- gap between HOMO and LUMO (hartree) = 0.395
- highest occupied orbital energy (eV) = -10.34
- calculated total energy (eV) = -11467.247

=====

Record 7
Entry from the OMol25 dataset: 6 unconnected molecules or ions with the total composition CH12O7 at a distorted geometry (ωB97M-V/def2-TZVPD).

Cartesian coordinates (Å):
O -1.26 0.61 -1.32
C -0.72 -0.08 -0.45
O 0.45 -0.73 -0.76
H -1.10 -0.12 0.60
H 0.69 -1.28 -0.03
H 2.20 1.15 2.65
H 1.37 1.68 1.39
O 1.40 1.14 2.20
H 1.56 3.27 -0.51
H 1.58 2.11 -1.47
O 1.87 2.36 -0.53
H -3.41 -3.67 1.49
H -2.86 -2.46 0.68
O -2.65 -3.06 1.32
H 0.22 2.21 -3.94
H -0.55 2.15 -2.70
O 0.16 2.71 -3.12
H -0.36 -2.90 1.28
H 0.86 -2.41 2.04
O 0.54 -2.65 1.17

Output
- molecular weight (g mol⁻¹) = 136.10
- gap between HOMO and LUMO (alpha / beta) (hartree) = 0.325 / 0.138
- highest occupied orbital energy (alpha / beta) (eV) = -14.65 / -14.62
- calculated total energy (eV) = -15553.575
- net charge = +1
- multiplicity = 2

=====

Record 8
Entry from the OMol25 dataset: a molecular structure, CH13CuO9 at a distorted geometry (ωB97M-V/def2-TZVPD).

Cartesian coordinates (Å):
Cu 2.62 0.02 -1.07
C 0.33 -1.13 0.72
O -0.75 -0.65 1.13
O 0.79 -2.27 1.16
O 1.01 -0.54 -0.14
H 0.13 -2.67 1.72
O -3.22 -0.18 0.76
H -2.27 -0.30 0.90
H -3.52 0.43 1.45
O 2.18 2.04 -0.30
H 2.17 1.96 0.66
H 2.40 2.96 -0.46
O 0.40 -2.86 -1.93
H 0.09 -2.33 -1.19
H 0.82 -3.59 -1.47
O -1.41 1.81 -0.21
H -0.81 1.33 0.39
H -1.68 1.05 -0.78
O 1.43 0.40 -2.78
H 0.57 0.73 -2.50
H 1.46 0.34 -3.72
O -0.58 1.36 2.63
H -0.67 0.43 2.39
H -1.50 1.66 2.65

Output
- molecular weight (g mol⁻¹) = 232.65
- gap between HOMO and LUMO (alpha / beta) (hartree) = 0.258 / 0.140
- highest occupied orbital energy (alpha / beta) (eV) = -13.04 / -13.00
- calculated total energy (eV) = -64306.027
- net charge = +1
- multiplicity = 2

=====

Record 9
Entry from the OMol25 dataset: a molecular structure, CH13O8V at a distorted geometry (ωB97M-V/def2-TZVPD).

Cartesian coordinates (Å):
O 2.16 0.17 -3.12
V 2.78 -0.14 -1.69
O 3.69 1.10 -1.31
C -0.15 0.42 -0.68
O 1.18 0.07 -0.42
H -0.45 1.42 -0.32
H -0.43 0.51 -1.74
H -0.78 -0.38 -0.26
O 2.11 -2.36 -1.50
H 1.61 -2.22 -0.68
H 1.59 -3.00 -2.00
O 1.62 1.52 2.21
H 1.35 1.01 1.44
H 0.81 1.90 2.57
O -3.21 2.29 0.24
H -2.38 1.81 0.28
H -2.95 3.22 0.29
O 0.99 -1.97 1.66
H 1.83 -1.76 2.09
H 0.89 -1.30 0.97
O -4.15 -1.15 0.57
H -4.43 -0.66 1.36
H -3.70 -0.49 0.03

Output
- molecular weight (g mol⁻¹) = 204.05
- gap between HOMO and LUMO (hartree) = 0.330
- highest occupied orbital energy (eV) = -10.69
- calculated total energy (eV) = -43315.006

=====

Record 10
Entry from the OMol25 dataset: a molecular structure, CH14Ba3O10 at a distorted geometry (ωB97M-V/def2-TZVPD).

Cartesian coordinates (Å):
Ba -3.16 -2.13 0.84
Ba 1.75 -1.70 -1.60
Ba -3.74 2.26 0.65
C -0.73 -0.23 -0.20
O -0.71 -1.48 -0.45
O -1.85 0.26 0.26
O 0.29 0.48 -0.37
O 3.24 0.63 -1.79
H 4.16 0.81 -2.04
H 2.96 1.43 -1.30
O -1.09 -3.52 1.65
H -0.98 -4.01 2.49
H -0.19 -3.32 1.37
O -0.92 0.30 3.67
H -1.79 0.71 3.63
H -0.93 -0.43 3.04
O -1.49 2.82 -1.05
H -0.85 2.11 -0.87
H -1.51 2.91 -2.01
O -0.44 -3.00 -2.88
H -0.62 -3.68 -3.55
H -1.30 -2.73 -2.56
O 1.82 3.06 -0.50
H 1.25 3.43 -1.17
H 1.48 2.18 -0.30
O 1.76 1.10 2.04
H 2.56 0.76 1.62
H 1.06 0.98 1.39

Output
- molecular weight (g mol⁻¹) = 598.10
- gap between HOMO and LUMO (hartree) = 0.251
- highest occupied orbital energy (eV) = -20.68
- calculated total energy (eV) = -23786.952
- net charge = +4

=====

Record 11
Entry from the OMol25 dataset: 5 unconnected molecules or ions with the total composition CH14NO4 at a distorted geometry (ωB97M-V/def2-TZVPD).

Cartesian coordinates (Å):
C 1.83 1.14 1.69
N 0.51 0.83 1.04
H 2.57 1.28 0.91
H 2.07 0.36 2.37
H 1.72 2.04 2.28
H 0.32 1.67 0.46
H 0.54 0.02 0.43
H -0.26 0.70 1.69
H -2.68 -1.81 1.22
H -2.16 -1.00 0.03
O -1.98 -1.17 0.98
H 0.93 -0.02 -4.09
H -0.39 0.60 -4.50
O 0.05 0.18 -3.74
H -0.52 0.47 -2.10
H -1.66 1.41 -1.76
O -1.11 0.73 -1.35
H -0.63 -2.00 1.45
H 0.48 -3.22 1.50
O 0.37 -2.22 1.48

Output
- molecular weight (g mol⁻¹) = 104.13
- gap between HOMO and LUMO (alpha / beta) (hartree) = 0.382 / 0.108
- highest occupied orbital energy (alpha / beta) (eV) = -18.08 / -18.07
- calculated total energy (eV) = -10923.892
- net charge = +2
- multiplicity = 2

=====

Record 12
Entry from the OMol25 dataset: 6 unconnected molecules or ions with the total composition CH14O5 (ωB97M-V/def2-TZVPD).

Cartesian coordinates (Å):
C -0.99 2.15 -1.45
H -1.25 3.19 -1.68
H 0.08 2.06 -1.67
H -1.49 1.40 -2.06
H -1.25 2.09 -0.40
O -0.33 -1.00 -0.47
H 0.60 -0.79 -0.62
H -0.30 -1.97 -0.41
O 1.71 1.50 1.51
H 0.93 1.34 2.07
H 1.81 2.45 1.46
O -2.09 -2.91 -1.95
H -1.66 -2.09 -1.65
H -2.87 -2.62 -2.42
O -1.07 1.40 2.50
H -1.59 0.73 2.96
H -0.90 2.13 3.10
O 2.75 -1.30 -0.36
H 2.76 -0.38 -0.05
H 3.52 -1.66 0.08

Output
- SMILES = C.O.O.O.O.O
- molecular weight (g mol⁻¹) = 106.12
- gap between HOMO and LUMO (hartree) = 0.420
- highest occupied orbital energy (eV) = -11.08
- calculated total energy (eV) = -11501.615